No. 1
{
  "formula": "CH5N3O2",
  "method": "ωB97M-V/def2-TZVPD",
  "total_charge": 0,
  "smiles": "N=C(NO)NO",
  "elements": ["N", "C", "N", "O", "N", "O", "H", "H", "H", "H", "H"],
  "xyz": [[-0.640, 1.835, -0.689], [-0.048, 0.763, -0.176], [-0.205, -0.427, -0.992], [0.513, -1.542, -0.593], [0.427, 0.510, 1.056], [-0.272, -0.512, 1.548], [-0.853, 1.529, -1.772], [-0.007, -0.119, -1.915], [0.013, -2.001, 0.301], [0.485, 1.194, 1.745], [0.587, -1.229, 1.487]]
}


No. 2
{
  "formula": "C12H16N2O",
  "method": "ωB97M-V/def2-TZVPD",
  "total_charge": 0,
  "smiles": "Cc1c[nH]c2ccccc12.CCC(N)=O",
  "elements": ["C", "C", "C", "N", "C", "C", "C", "C", "C", "C", "H", "H", "H", "H", "H", "H", "H", "H", "H", "C", "C", "C", "N", "O", "H", "H", "H", "H", "H", "H", "H"],
  "xyz": [[-1.152, -2.874, 1.055], [-0.384, -2.550, -0.175], [-0.374, -2.945, -1.494], [0.708, -2.406, -2.145], [1.292, -1.432, -1.316], [2.437, -0.675, -1.509], [2.799, 0.245, -0.537], [1.828, 0.466, 0.504], [0.823, -0.419, 0.819], [0.611, -1.446, -0.083], [-1.961, -3.600, 0.941], [-1.507, -1.941, 1.490], [-0.377, -3.360, 1.693], [-0.944, -3.726, -1.937], [1.102, -2.646, -3.033], [2.994, -0.857, -2.411], [3.614, 0.922, -0.677], [1.873, 1.512, 0.784], [0.054, -0.030, 1.527], [-2.974, 1.993, -0.279], [-1.703, 1.627, 0.407], [-0.874, 2.754, 1.086], [-1.177, 2.921, 2.413], [-0.035, 3.372, 0.479], [-3.402, 1.279, -0.999], [-2.748, 2.893, -0.920], [-3.792, 2.221, 0.460], [-1.913, 0.854, 1.184], [-0.935, 1.240, -0.287], [-0.579, 3.485, 2.989], [-2.052, 2.579, 2.756]]
}


No. 3
{
  "formula": "C3H6N2",
  "method": "ωB97M-V/def2-TZVPD",
  "total_charge": 0,
  "elements": ["C", "N", "C", "C", "N", "H", "H", "H", "H", "H", "H"],
  "xyz": [[1.534, -0.545, 0.037], [0.260, -0.560, 0.348], [-0.818, -0.293, -0.419], [-2.094, -0.265, 0.173], [-3.147, -0.230, 0.669], [1.819, -0.366, -0.991], [2.265, -0.741, 0.807], [1.013, 1.811, -0.322], [0.044, -0.729, 1.327], [0.277, 1.860, -0.462], [-0.671, -0.140, -1.478]]
}


No. 4
{
  "formula": "C8H17N2S",
  "method": "ωB97M-V/def2-TZVPD",
  "total_charge": 1,
  "smiles": "C[C@H](S)/C=N\\C(=[NH2+])C(C)(C)C",
  "elements": ["C", "C", "S", "C", "N", "C", "N", "C", "C", "C", "C", "H", "H", "H", "H", "H", "H", "H", "H", "H", "H", "H", "H", "H", "H", "H", "H", "H"],
  "xyz": [[2.270, 0.914, 2.335], [1.465, 1.819, 1.371], [-0.207, 2.266, 2.136], [1.232, 1.640, -0.081], [0.306, 0.938, -0.603], [-0.760, 0.257, -0.545], [-1.971, 0.847, -0.449], [-0.694, -1.115, -0.995], [-1.064, -1.125, -2.457], [-1.687, -1.989, -0.139], [0.717, -1.588, -0.669], [2.390, 1.424, 3.264], [3.256, 0.635, 2.069], [1.781, -0.110, 2.674], [2.019, 2.749, 1.497], [-0.045, 3.622, 2.218], [1.831, 2.127, -0.846], [-1.996, 1.828, -0.155], [-2.827, 0.220, -0.404], [-0.275, -0.603, -3.039], [-1.996, -0.636, -2.621], [-1.077, -2.179, -2.760], [-2.522, -1.374, 0.288], [-2.195, -2.815, -0.784], [-1.153, -2.485, 0.621], [0.770, -2.609, -0.877], [1.023, -1.477, 0.309], [1.407, -1.183, -1.357]]
}


No. 5
{
  "formula": "C3H3N5",
  "method": "ωB97M-V/def2-TZVPD",
  "total_charge": 0,
  "smiles": "C1=NCc2nnnn21",
  "elements": ["C", "N", "C", "C", "N", "N", "N", "N", "H", "H", "H"],
  "xyz": [[0.674, 0.808, 0.931], [0.082, 1.746, 0.241], [-0.790, 0.851, -0.718], [-0.181, -0.437, -0.539], [-0.147, -1.653, -1.067], [0.599, -2.354, -0.275], [1.045, -1.689, 0.799], [0.445, -0.473, 0.648], [1.394, 0.976, 1.844], [-1.884, 0.736, -0.115], [-1.236, 1.488, -1.749]]
}


No. 6
{
  "formula": "C11H22BeN3O",
  "method": "ωB97M-V/def2-TZVPD",
  "total_charge": -1,
  "elements": ["C", "Be", "N", "H", "H", "H", "H", "H", "H", "H", "H", "C", "C", "N", "C", "C", "C", "O", "C", "C", "C", "C", "N", "C", "H", "H", "H", "H", "H", "H", "H", "H", "H", "H", "H", "H", "H", "H"],
  "xyz": [[-1.202, 1.942, -3.407], [-0.367, 0.325, -3.845], [1.015, -1.229, -4.628], [-0.102, 0.974, -5.001], [2.004, -0.994, -4.643], [-1.483, 0.038, -4.623], [-1.662, 2.480, -4.247], [-0.478, 2.601, -2.898], [-1.999, 1.717, -2.677], [0.897, -2.046, -4.016], [0.756, -1.522, -5.577], [2.449, 1.632, 3.445], [0.997, 1.273, 3.567], [0.512, 0.287, 2.560], [0.208, -1.039, 3.139], [-1.110, -1.074, 3.866], [0.426, 0.697, 1.254], [0.788, 1.846, 0.957], [-0.124, -0.174, 0.155], [-0.985, -1.279, 0.296], [-1.465, -1.903, -0.852], [-1.153, -1.406, -2.116], [-0.373, -0.315, -2.243], [0.138, 0.292, -1.142], [3.079, 0.749, 3.544], [2.717, 2.331, 4.238], [2.620, 2.114, 2.483], [0.779, 0.781, 4.521], [0.380, 2.179, 3.466], [0.251, -1.775, 2.337], [1.020, -1.234, 3.858], [-1.926, -0.804, 3.194], [-1.297, -2.081, 4.246], [-1.100, -0.383, 4.711], [-1.273, -1.603, 1.286], [-2.104, -2.780, -0.829], [-1.527, -1.824, -3.049], [0.695, 1.205, -1.329]]
}


Respective relative energy (zero: lowest compared OMol25 entry of this formula, charge and spin) values: 117.0, 30.4, 74.9, 29.2, 69.7, 2.6 kcal/mol.